# C28H42BrCaN3P2

A molecular structure, C28H42BrCaN3P2 at a distorted geometry (ωB97M-V with the def2-TZVPD basis set, OMol25).

multiplicity = 1
E_LUMO = -0.2466 Ha
molar mass = 602.60 g/mol
net charge = +2
highest occupied orbital energy = -12.833 eV
energy relative to the best compared isomer or geometry (same formula, charge and spin) = 0.000 eV

Atoms and positions in Å:
C -0.78 -3.50 -2.82
C -1.16 -2.14 -2.93
C -2.52 -1.79 -2.90
C -3.46 -2.83 -2.92
N -3.07 -4.09 -2.91
C -1.81 -4.45 -2.84
C -0.22 -1.07 -3.12
C 0.60 -0.17 -3.08
C 1.74 0.69 -3.40
C 2.51 1.38 -2.38
C 3.52 2.26 -2.72
C 3.85 2.45 -4.02
C 3.17 1.80 -5.06
C 2.14 0.90 -4.73
Ca 2.50 -0.48 -0.82
P -0.63 -1.81 1.28
H -2.83 -0.74 -2.88
H 0.28 -3.78 -2.73
H -4.51 -2.58 -3.00
H -1.55 -5.50 -2.85
H 1.63 0.33 -5.51
H 2.20 1.54 -1.28
H 3.41 1.98 -6.08
H 3.98 2.78 -1.88
C -0.67 -1.68 3.14
C -1.91 -2.11 3.92
H -0.45 -0.61 3.33
H 0.21 -2.25 3.47
H -1.72 -1.88 4.97
H -2.81 -1.57 3.63
H -2.10 -3.19 3.85
C -2.44 -1.62 0.87
C -3.38 -2.81 0.97
H -2.44 -1.24 -0.16
H -2.80 -0.81 1.52
H -4.39 -2.48 0.70
H -3.13 -3.62 0.27
H -3.46 -3.23 1.98
C -0.38 -3.62 1.01
C -0.86 -4.62 2.06
H 0.72 -3.72 0.89
H -0.83 -3.84 0.03
H -0.56 -5.62 1.74
H -0.42 -4.45 3.05
H -1.95 -4.65 2.16
Br 5.21 3.66 -4.36
P -0.25 1.96 0.49
C -1.77 2.07 1.53
C -2.08 3.37 2.26
H -1.64 1.25 2.27
H -2.63 1.78 0.90
H -2.96 3.22 2.90
H -1.27 3.69 2.92
H -2.34 4.19 1.58
C 0.91 3.18 1.26
C 0.83 4.66 0.90
H 1.92 2.81 1.01
H 0.83 3.07 2.35
H 1.66 5.20 1.37
H 0.92 4.85 -0.18
H -0.08 5.15 1.26
C -0.72 2.74 -1.12
C -1.83 3.79 -1.15
H -1.01 1.90 -1.77
H 0.18 3.17 -1.58
H -2.04 4.08 -2.18
H -2.77 3.43 -0.74
H -1.57 4.72 -0.63
N 5.27 0.11 1.85
C 4.63 0.09 3.07
C 3.32 0.01 2.78
N 3.13 -0.02 1.41
C 4.36 0.04 0.87
H 6.26 0.17 1.68
H 5.18 0.15 4.00
H 2.49 -0.06 3.46
H 4.59 -0.01 -0.23

Mulliken atomic charge list, values in e, 2 entries: C -0.320; C 0.968